(1)
Molecular formula: C41H29BBrF4INP2S4Ta
Method: DFT, the ωB97M-V functional and the def2-TZVPD basis

```
85
Properties=species:S:1:pos:R:3
Ta -0.77 0.50 0.87
I -0.81 4.63 -0.53
C -2.67 4.20 -1.34
C -3.68 5.03 -0.97
C -4.88 5.07 -1.72
C -4.95 4.38 -2.89
C -3.88 3.54 -3.30
C -3.90 2.99 -4.61
C -2.84 2.27 -5.08
C -1.81 1.91 -4.18
C -1.80 2.33 -2.88
P -0.76 1.21 -1.82
C -1.20 -0.40 -2.57
C -0.35 -1.09 -3.42
C -0.79 -2.26 -4.05
C -2.07 -2.73 -3.82
C -2.93 -2.03 -2.97
C -2.49 -0.87 -2.36
C 0.98 1.50 -2.19
C 1.94 0.53 -1.87
C 3.28 0.76 -2.15
C 3.67 1.96 -2.73
C 2.73 2.93 -3.04
C 1.38 2.71 -2.77
C -2.76 3.32 -2.46
H -3.55 5.72 -0.14
H -5.69 5.72 -1.41
H -5.80 4.49 -3.55
H -4.75 3.18 -5.24
H -2.81 1.92 -6.10
H -1.07 1.21 -4.53
H 0.66 -0.74 -3.61
H -0.12 -2.80 -4.71
H -2.41 -3.64 -4.31
H -3.94 -2.39 -2.81
H -3.18 -0.31 -1.73
H 1.65 -0.42 -1.45
H 4.01 0.00 -1.93
H 4.72 2.14 -2.96
H 3.03 3.86 -3.51
H 0.65 3.45 -3.04
F 1.46 0.40 8.28
C 1.34 0.17 6.99
C 2.46 -0.03 6.22
F 3.65 0.01 6.78
C 2.35 -0.27 4.87
F 3.50 -0.49 4.23
C 1.11 -0.32 4.24
P 0.85 -0.88 2.53
C 0.42 -2.62 2.80
C -0.85 -3.15 2.57
C -1.13 -4.46 2.90
C -0.14 -5.26 3.46
C 1.13 -4.73 3.71
C 1.40 -3.42 3.39
C 2.40 -0.74 1.64
C 2.94 0.55 1.53
C 4.18 0.73 0.95
C 4.88 -0.37 0.46
C 4.32 -1.64 0.53
C 3.08 -1.84 1.13
C -0.01 -0.13 5.06
Br -1.73 -0.21 4.32
C 0.09 0.12 6.40
F -0.98 0.31 7.16
H -1.64 -2.54 2.14
H -2.11 -4.87 2.71
H -0.35 -6.29 3.71
H 1.89 -5.35 4.16
H 2.38 -3.01 3.61
H 2.42 1.40 1.94
H 4.61 1.72 0.88
H 5.86 -0.23 0.02
H 4.86 -2.49 0.13
H 2.66 -2.83 1.18
S -3.12 0.35 1.16
S -3.27 2.41 1.52
S -1.88 2.95 2.93
S -0.04 2.39 2.19
B 0.30 -3.65 -0.98
C -0.05 -2.30 -0.41
N -0.33 -1.24 0.04
H 1.13 -4.12 -0.20
H -0.78 -4.25 -0.87
H 0.65 -3.54 -2.14
```

Charge   +2
HOMO energy   -0.47945 Ha
Kohn-Sham gap   0.187 Ha
M   1200.5 g/mol

***

(2)
Molecular formula: C41H29BF2NNiO6S2
Method: DFT, the ωB97M-V functional and the def2-TZVPD basis

```
83
Properties=species:S:1:pos:R:3
Ni 1.32 -0.96 0.97
O 2.05 -1.18 7.78
C 1.41 -1.99 7.08
O 0.76 -3.00 7.42
C 1.44 -1.71 5.57
C 2.22 -0.69 5.06
C 2.25 -0.45 3.70
N 1.53 -1.19 2.84
C 0.76 -2.19 3.32
C 0.70 -2.47 4.66
C 0.01 -3.01 2.28
O -0.77 -3.87 2.62
O 0.32 -2.70 1.06
H 2.79 -0.09 5.75
H 2.85 0.32 3.26
H 0.09 -3.28 5.02
C 2.93 -3.82 -5.99
C 2.39 -3.06 -4.81
C 1.67 -1.88 -5.00
C 1.20 -1.15 -3.92
C 1.45 -1.62 -2.64
C 2.17 -2.78 -2.42
C 2.63 -3.50 -3.51
S 0.85 -0.68 -1.29
O 0.94 0.76 -1.66
C -0.87 -1.19 -1.23
C -1.10 -2.59 -1.24
C -2.36 -3.06 -1.11
C -3.45 -2.17 -0.92
C -4.77 -2.67 -0.73
C -5.81 -1.81 -0.50
C -5.57 -0.42 -0.45
C -4.32 0.08 -0.63
C -3.22 -0.79 -0.88
C -1.88 -0.29 -1.06
C -1.71 1.19 -0.99
C -2.21 1.99 -2.06
C -2.67 1.40 -3.27
C -3.12 2.18 -4.30
C -3.16 3.58 -4.17
C -2.72 4.17 -3.02
C -2.23 3.39 -1.94
C -1.76 3.99 -0.75
C -1.22 3.23 0.24
C -1.17 1.82 0.11
S -0.38 0.84 1.40
O -1.35 0.59 2.50
C 0.79 2.04 1.98
C 0.72 2.38 3.32
C 1.68 3.24 3.84
C 2.69 3.76 3.04
C 3.74 4.68 3.61
C 2.73 3.40 1.69
C 1.78 2.54 1.15
H 2.32 -3.65 -6.88
H 2.95 -4.89 -5.79
H 3.94 -3.50 -6.22
H 1.47 -1.52 -6.00
H 0.65 -0.22 -4.06
H 2.38 -3.11 -1.41
H 3.20 -4.41 -3.35
H -0.28 -3.28 -1.33
H -2.55 -4.13 -1.10
H -4.93 -3.74 -0.74
H -6.80 -2.20 -0.34
H -6.39 0.26 -0.25
H -4.15 1.15 -0.56
H -2.65 0.32 -3.37
H -3.46 1.71 -5.21
H -3.52 4.19 -4.99
H -2.74 5.25 -2.91
H -1.80 5.07 -0.64
H -0.83 3.70 1.13
H -0.06 1.96 3.94
H 1.65 3.50 4.90
H 3.89 4.49 4.67
H 3.43 5.72 3.51
H 4.69 4.56 3.10
H 3.51 3.79 1.05
H 1.82 2.25 0.11
F 3.83 -1.65 -0.21
B 3.25 -0.86 0.71
F 4.09 -0.11 1.43
```

Charge   -1
HOMO energy (alpha / beta)   -0.18501 / -0.18498 Ha
Kohn-Sham gap (alpha / beta)   0.245 / 0.247 Ha
M   803.3 g/mol

***

(3)
Molecular formula: C41H30BrF3N9O5SV
Method: DFT, the ωB97M-V functional and the def2-TZVPD basis

```
91
Properties=species:S:1:pos:R:3
V 0.38 -0.24 0.61
Br -2.86 6.38 1.54
C -1.91 4.73 1.66
C -2.09 3.91 2.77
C -1.42 2.72 2.86
C -0.55 2.29 1.83
O 0.08 1.16 1.93
C -0.37 3.14 0.72
C 0.52 2.82 -0.38
N 1.08 1.69 -0.60
C 1.85 1.59 -1.78
C 1.30 1.88 -3.00
C 2.00 1.64 -4.20
C 3.25 1.09 -4.18
C 3.87 0.81 -2.93
C 5.16 0.26 -2.84
C 5.72 0.05 -1.61
C 4.97 0.43 -0.47
N 3.77 0.93 -0.51
C 3.19 1.09 -1.73
C -1.06 4.37 0.65
H -2.78 4.21 3.55
H -1.55 2.06 3.71
H 0.71 3.64 -1.07
H 0.28 2.23 -3.05
H 1.52 1.86 -5.15
H 3.78 0.86 -5.09
H 5.69 0.01 -3.75
H 6.70 -0.38 -1.50
H 5.41 0.31 0.52
H -0.91 5.01 -0.21
S -0.26 -2.13 1.76
C -2.00 -1.86 1.50
N -2.81 -2.54 2.24
N -4.17 -2.20 2.03
C -4.70 -1.00 2.50
C -6.09 -0.87 2.57
C -6.68 0.31 2.98
C -5.89 1.40 3.34
C -4.51 1.27 3.29
C -3.91 0.09 2.88
N -2.39 -0.93 0.59
N -1.38 -0.26 0.04
C -1.89 0.58 -1.00
C -2.87 1.52 -0.70
C -3.36 2.34 -1.71
C -2.88 2.21 -3.01
C -1.92 1.25 -3.30
C -1.42 0.44 -2.29
H -4.74 -2.99 2.27
H -6.72 -1.71 2.27
H -7.76 0.39 3.01
H -6.34 2.33 3.66
H -3.88 2.10 3.57
H -2.83 0.00 2.85
H -3.25 1.58 0.31
H -4.11 3.08 -1.47
H -3.27 2.85 -3.79
H -1.56 1.14 -4.31
H -0.67 -0.32 -2.50
C -3.00 -3.77 -1.84
C -1.52 -3.67 -2.04
N -0.78 -2.67 -1.64
C 0.50 -2.97 -2.00
C 0.54 -4.18 -2.65
N -0.76 -4.61 -2.66
C 1.58 -5.01 -3.29
O 2.79 -4.52 -3.32
O 1.28 -6.09 -3.76
C 1.64 -2.08 -1.64
O 2.78 -2.36 -2.06
O 1.38 -1.11 -0.88
H -3.24 -3.50 -0.81
H -3.36 -4.77 -2.06
H -3.51 -3.06 -2.49
H -1.04 -5.50 -3.06
H 2.81 -3.59 -2.90
F 6.92 -1.37 3.32
C 6.00 -0.63 3.97
F 6.55 0.58 4.20
F 5.80 -1.21 5.16
C 4.72 -0.52 3.18
C 4.06 0.68 3.04
C 2.88 0.70 2.32
N 2.35 -0.39 1.77
C 3.00 -1.54 1.90
C 4.19 -1.66 2.60
H 4.46 1.59 3.46
H 2.33 1.62 2.17
H 2.54 -2.40 1.43
H 4.68 -2.62 2.68
```

Charge   -1
HOMO energy (alpha / beta)   -0.14357 / -0.13932 Ha
Kohn-Sham gap (alpha / beta)   0.213 / 0.207 Ha
M   948.7 g/mol
2S+1   2

***

(4)
Molecular formula: C41H30BrIrN10O9S2
Method: DFT, the ωB97M-V functional and the def2-TZVPD basis

```
94
Properties=species:S:1:pos:R:3
Ir 0.47 -0.04 1.43
O 1.26 0.30 5.90
C -0.05 0.35 6.25
C -0.34 0.53 7.60
C -1.65 0.60 8.03
C -2.69 0.49 7.12
C -2.41 0.31 5.78
C -1.09 0.23 5.32
C -0.84 0.02 3.88
O 0.40 0.18 3.46
N -1.83 -0.29 3.10
N -1.42 -0.42 1.79
C -2.26 -0.83 0.92
C -1.97 -1.04 -0.49
C -3.03 -1.54 -1.26
C -2.90 -1.83 -2.60
C -1.66 -1.64 -3.20
C -0.60 -1.15 -2.48
C -0.71 -0.80 -1.12
O 0.34 -0.25 -0.56
H 1.28 0.22 4.92
H 0.49 0.61 8.29
H -1.86 0.74 9.08
H -3.72 0.57 7.45
H -3.20 0.24 5.05
H -3.27 -1.02 1.27
H -3.98 -1.69 -0.77
H -3.74 -2.21 -3.16
H -1.51 -1.89 -4.25
H 0.38 -1.04 -2.92
C 5.05 0.36 -1.45
N 4.20 0.27 -0.27
C 2.92 0.61 -0.15
N 2.48 0.25 1.05
C 3.56 -0.35 1.62
N 4.62 -0.34 0.86
C 4.40 -0.30 -2.64
C 4.74 -1.57 -3.06
C 4.05 -2.17 -4.10
C 2.98 -1.53 -4.70
C 2.62 -0.25 -4.27
C 3.36 0.37 -3.27
C 1.41 0.40 -4.77
N 0.68 0.12 -5.79
N -0.42 0.96 -5.72
C -0.27 1.68 -4.66
O 0.88 1.39 -4.01
C -1.16 2.68 -4.08
C -2.18 3.23 -4.84
C -3.04 4.15 -4.26
C -2.87 4.52 -2.93
C -1.84 3.98 -2.17
C -1.71 4.43 -0.73
N -0.82 3.60 0.05
C -1.03 2.37 0.47
N 0.05 1.94 1.12
C 0.90 3.00 1.08
N 0.41 4.03 0.43
C -0.99 3.06 -2.75
H 5.98 -0.13 -1.16
H 5.26 1.41 -1.66
H 2.30 1.06 -0.91
H 3.54 -0.79 2.61
H 5.53 -2.11 -2.55
H 4.31 -3.17 -4.42
H 2.39 -2.01 -5.47
H 3.09 1.37 -2.97
H -2.30 2.91 -5.87
H -3.85 4.57 -4.84
H -3.56 5.22 -2.47
H -2.69 4.42 -0.24
H -1.31 5.44 -0.67
H -1.95 1.82 0.32
H 1.87 3.00 1.54
H -0.19 2.60 -2.17
Br -0.01 -8.78 0.91
C 0.44 -6.93 0.90
C -0.46 -6.01 1.43
C -0.12 -4.67 1.42
C 1.09 -4.25 0.88
C 1.97 -5.19 0.35
C 1.65 -6.54 0.36
C 1.46 -2.78 0.82
O 2.36 -2.42 0.08
O 0.75 -2.06 1.63
H -1.40 -6.34 1.84
H -0.79 -3.93 1.83
H 2.89 -4.84 -0.09
H 2.33 -7.27 -0.04
O -2.90 4.05 2.02
S -4.31 3.78 1.75
O -4.67 3.92 0.34
O -5.24 4.38 2.67
S -4.36 1.70 2.03
```

Charge   -1
HOMO energy (alpha / beta)   -0.20725 / -0.20719 Ha
Kohn-Sham gap (alpha / beta)   0.268 / 0.234 Ha
M   1143.0 g/mol
2S+1   2

***

(5)
Molecular formula: C41H30BrIrN10O9S2
Method: DFT, the ωB97M-V functional and the def2-TZVPD basis

```
94
Properties=species:S:1:pos:R:3
Ir -2.89 0.83 0.38
O 0.53 -1.11 2.79
C 1.25 0.01 2.96
C 2.52 -0.12 3.53
C 3.31 0.99 3.71
C 2.87 2.26 3.34
C 1.62 2.39 2.77
C 0.80 1.28 2.56
C -0.51 1.44 1.91
O -1.26 0.42 1.78
N -0.86 2.64 1.41
N -2.01 2.51 0.76
C -2.73 3.76 0.70
C -3.68 3.93 -0.45
C -4.13 5.23 -0.68
C -5.03 5.52 -1.68
C -5.51 4.48 -2.48
C -5.08 3.19 -2.27
C -4.15 2.89 -1.26
O -3.75 1.62 -1.20
H -0.34 -0.85 2.41
H 2.85 -1.11 3.82
H 4.30 0.87 4.16
H 3.49 3.13 3.50
H 1.24 3.36 2.47
H -1.98 4.54 0.73
H -3.76 6.02 -0.04
H -5.36 6.54 -1.85
H -6.23 4.69 -3.27
H -5.44 2.37 -2.88
C 0.00 -4.73 0.51
N -0.90 -3.61 0.62
C -0.96 -2.48 -0.09
N -1.85 -1.67 0.42
C -2.37 -2.38 1.46
N -1.83 -3.57 1.62
C 1.18 -4.56 1.44
C 1.29 -5.38 2.55
C 2.34 -5.23 3.45
C 3.30 -4.25 3.23
C 3.19 -3.42 2.11
C 2.13 -3.58 1.22
C 4.20 -2.39 1.90
N 5.22 -2.10 2.63
N 5.87 -1.04 2.01
C 5.19 -0.76 0.95
O 4.11 -1.58 0.81
C 5.40 0.29 -0.04
C 6.35 1.28 0.19
C 6.49 2.31 -0.72
C 5.70 2.36 -1.85
C 4.78 1.36 -2.12
C 3.91 1.42 -3.36
N 2.50 1.25 -3.08
C 1.81 0.10 -2.96
N 0.57 0.35 -2.58
C 0.57 1.70 -2.48
N 1.71 2.29 -2.77
C 4.64 0.32 -1.20
H 0.28 -4.86 -0.53
H -0.57 -5.61 0.83
H -0.33 -2.27 -0.94
H -3.16 -2.01 2.08
H 0.53 -6.13 2.74
H 2.41 -5.86 4.32
H 4.12 -4.10 3.91
H 2.05 -2.92 0.37
H 6.95 1.25 1.10
H 7.21 3.10 -0.53
H 5.81 3.19 -2.54
H 4.19 0.64 -4.07
H 4.03 2.39 -3.85
H 2.23 -0.86 -3.18
H -0.31 2.27 -2.19
H 3.91 -0.46 -1.37
Br -2.46 -2.69 -6.37
C -3.19 -2.31 -4.65
C -2.55 -1.40 -3.83
C -3.08 -1.14 -2.57
C -4.23 -1.78 -2.13
C -4.86 -2.68 -2.99
C -4.35 -2.95 -4.24
C -4.83 -1.57 -0.75
O -5.76 -2.30 -0.43
O -4.32 -0.70 0.03
H -1.66 -0.89 -4.17
H -2.59 -0.41 -1.94
H -5.75 -3.16 -2.63
H -4.84 -3.66 -4.90
O -4.94 3.30 3.72
S -3.84 2.81 2.95
O -2.63 2.43 3.61
O -3.53 3.98 1.92
S -4.56 1.30 1.77
```

Charge   -1
HOMO energy (alpha / beta)   -0.19369 / -0.19290 Ha
Kohn-Sham gap (alpha / beta)   0.247 / 0.234 Ha
M   1143.0 g/mol
2S+1   2

***

Calculated energy relative to the best compared isomer or geometry (same formula, charge and spin), 30.4 20.8 0.0 5.8 77.3 kcal per mole (same order as the records).
Calculated electronic energy, -197622.6472 -125593.2253 -181376.4185 -170889.5365 -170886.4343 eV (same order as the records).